# 1
{
  "formula": "C13H19NS",
  "method": "ωB97M-V with the def2-TZVPD basis set",
  "homo_lumo_gap_ev": 9.3,
  "relative_energy_kj_mol": 249.62,
  "smiles": "CN[C@]12CCCC[C@H]1CCc1sccc12",
  "e_tot_ha": -959.5923,
  "multiplicity": 1,
  "species": ["C", "N", "C", "C", "C", "C", "C", "C", "C", "C", "C", "S", "C", "C", "C", "H", "H", "H", "H", "H", "H", "H", "H", "H", "H", "H", "H", "H", "H", "H", "H", "H", "H", "H"],
  "positions_angstrom": [[-0.13, 2.63, -0.08], [0.73, 1.81, -0.79], [0.45, 0.46, -0.68], [1.49, -0.45, -1.46], [1.33, -0.28, -2.88], [0.02, -1.00, -3.20], [-0.90, -1.11, -2.04], [-0.97, 0.26, -1.33], [-2.10, 0.41, -0.29], [-2.00, -0.81, 0.64], [-0.62, -0.64, 1.40], [-0.19, -0.95, 3.05], [1.34, -0.14, 2.95], [1.53, 0.37, 1.73], [0.49, -0.02, 0.81], [0.47, 3.58, 0.11], [-0.54, 2.47, 0.88], [-1.01, 2.87, -0.74], [1.66, 2.05, -0.58], [1.21, -1.51, -1.15], [2.47, -0.15, -1.05], [1.35, 0.71, -3.39], [2.28, -0.76, -3.30], [0.09, -2.16, -3.54], [-0.46, -0.52, -4.07], [-1.93, -1.36, -2.40], [-0.69, -1.91, -1.32], [-1.09, 0.94, -2.14], [-3.16, 0.51, -0.76], [-1.75, 1.44, 0.37], [-2.12, -1.82, 0.03], [-2.82, -0.81, 1.30], [1.97, 0.10, 3.81], [2.46, 0.81, 1.31]]
}


# 2
{
  "formula": "C4H7NO",
  "method": "ωB97M-V with the def2-TZVPD basis set",
  "homo_lumo_gap_ev": 9.2,
  "relative_energy_kj_mol": 313.80,
  "smiles": "CC/N=C\\C=O",
  "e_tot_ha": -286.5121,
  "multiplicity": 1,
  "species": ["C", "C", "N", "C", "C", "O", "H", "H", "H", "H", "H", "H", "H"],
  "positions_angstrom": [[1.49, 0.83, 0.21], [0.05, 1.06, -0.54], [0.09, -0.31, -0.93], [-0.44, -1.24, -0.26], [-1.68, -1.19, 0.54], [-2.18, -2.18, 1.02], [2.20, 1.46, -0.31], [1.94, -0.19, 0.14], [1.39, 1.04, 1.27], [-0.90, 1.41, -0.05], [0.26, 1.78, -1.33], [0.04, -2.22, -0.34], [-2.21, -0.21, 0.56]]
}


# 3
{
  "formula": "C2HBr2ClF2",
  "method": "ωB97M-V with the def2-TZVPD basis set",
  "homo_lumo_gap_ev": [8.6, 7.8],
  "relative_energy_kj_mol": 333.11,
  "e_tot_ha": -5884.6078,
  "multiplicity": 1,
  "species": ["C", "C", "F", "F", "Cl", "Br", "Br", "H"],
  "positions_angstrom": [[-1.17, -0.73, 1.25], [0.88, 0.56, -1.08], [-1.74, 0.34, 0.62], [-0.14, 1.07, -1.84], [0.23, -0.37, 2.07], [1.60, -0.98, -1.77], [1.84, 1.79, -0.11], [-1.51, -1.70, 0.87]]
}


# 4
{
  "formula": "C29H35Cl3MnN4O2P2",
  "method": "ωB97M-V with the def2-TZVPD basis set",
  "homo_lumo_gap_ev": [6.6, 6.4],
  "relative_energy_kj_mol": 188.45,
  "e_tot_ha": -4709.6284,
  "s_squared": 8.797,
  "multiplicity": 6,
  "species": ["Mn", "C", "C", "C", "C", "C", "C", "C", "C", "C", "H", "H", "H", "H", "H", "H", "H", "H", "H", "H", "H", "H", "H", "H", "H", "P", "P", "N", "N", "N", "N", "C", "C", "C", "C", "C", "C", "C", "C", "C", "C", "C", "C", "C", "C", "C", "C", "C", "C", "H", "H", "H", "H", "H", "H", "H", "H", "H", "H", "H", "H", "H", "H", "H", "H", "H", "H", "H", "H", "Cl", "C", "Cl", "Cl", "C", "O", "O"],
  "positions_angstrom": [[2.24, -0.73, 2.62], [1.11, -4.45, -2.23], [1.48, -3.18, -2.10], [0.63, -1.94, -1.87], [-0.21, -1.62, -0.58], [-1.48, -2.39, -0.28], [-1.79, -3.57, -0.84], [-1.51, -4.09, -2.23], [-0.24, -4.99, -2.55], [1.61, -2.61, 3.56], [1.89, -5.23, -2.14], [2.57, -2.95, -2.01], [0.01, -1.75, -2.75], [1.43, -1.17, -1.83], [0.55, -1.72, 0.23], [-0.40, -0.53, -0.60], [-2.14, -1.94, 0.48], [-2.39, -4.32, -0.31], [-1.48, -3.28, -2.96], [-2.37, -4.75, -2.49], [-0.36, -5.87, -1.94], [-0.33, -5.41, -3.56], [1.68, -3.04, 2.54], [0.60, -2.77, 3.96], [2.40, -3.06, 4.17], [-1.25, 1.03, 1.85], [1.57, 1.75, -0.78], [-2.97, 0.62, 1.45], [-1.75, 2.25, 2.97], [0.60, 1.81, -2.24], [2.58, 3.10, -1.23], [-1.04, 2.13, 0.42], [0.37, 2.74, 0.29], [-3.60, -0.57, 1.83], [-4.96, -0.47, 1.52], [-5.17, 0.81, 0.93], [-3.93, 1.44, 0.87], [-1.22, 2.32, 4.26], [-1.84, 3.37, 4.91], [-2.73, 4.00, 3.99], [-2.65, 3.31, 2.80], [0.66, 0.87, -3.27], [-0.27, 1.18, -4.23], [-0.88, 2.41, -3.87], [-0.33, 2.79, -2.65], [2.41, 4.06, -2.25], [3.32, 5.08, -2.06], [4.07, 4.77, -0.88], [3.61, 3.56, -0.39], [-1.73, 2.98, 0.49], [-1.32, 1.53, -0.46], [0.30, 3.75, -0.15], [0.90, 2.84, 1.26], [-3.04, -1.37, 2.29], [-5.71, -1.24, 1.70], [-6.10, 1.23, 0.57], [-3.70, 2.40, 0.44], [-0.40, 1.67, 4.51], [-1.65, 3.67, 5.92], [-3.33, 4.88, 4.15], [-3.08, 3.55, 1.85], [1.34, 0.05, -3.25], [-0.51, 0.58, -5.08], [-1.60, 2.99, -4.42], [-0.52, 3.67, -2.07], [1.65, 3.95, -3.00], [3.40, 5.95, -2.69], [4.87, 5.37, -0.47], [3.88, 3.00, 0.50], [5.24, -4.78, 2.78], [4.02, -4.65, 1.51], [4.29, -5.71, 0.08], [2.52, -5.27, 2.27], [4.03, -3.03, 1.01], [4.67, -2.83, -0.01], [3.43, -2.19, 1.75]]
}


# 5
{
  "formula": "C42H47N2O2PPtS",
  "method": "ωB97M-V with the def2-TZVPD basis set",
  "homo_lumo_gap_ev": [6.3, 7.0],
  "relative_energy_kj_mol": 67.14,
  "e_tot_ha": -2747.4074,
  "s_squared": 2.038,
  "multiplicity": 3,
  "species": ["Pt", "N", "C", "O", "C", "C", "C", "C", "N", "C", "H", "H", "H", "H", "H", "H", "C", "S", "O", "C", "C", "C", "C", "C", "C", "H", "H", "H", "H", "H", "H", "H", "H", "C", "C", "C", "C", "C", "C", "C", "C", "C", "C", "C", "C", "C", "C", "C", "H", "H", "H", "H", "H", "H", "H", "H", "H", "H", "C", "C", "C", "C", "P", "C", "C", "C", "C", "C", "C", "C", "C", "C", "C", "H", "H", "H", "H", "H", "H", "H", "H", "H", "H", "H", "H", "H", "H", "H", "H", "H", "H", "H", "H", "H", "H", "H"],
  "positions_angstrom": [[0.15, 0.03, -0.28], [-1.38, -2.14, -5.05], [-1.74, -3.24, -4.34], [-2.06, -4.29, -4.87], [-1.71, -3.10, -2.85], [-2.56, -3.88, -2.08], [-2.54, -3.74, -0.71], [-1.65, -2.83, -0.14], [-0.81, -2.11, -0.87], [-0.84, -2.25, -2.20], [-1.43, -2.19, -6.06], [-1.30, -1.23, -4.62], [-3.23, -4.57, -2.58], [-3.19, -4.32, -0.07], [-1.60, -2.67, 0.93], [-0.12, -1.65, -2.75], [-0.39, 0.52, 4.34], [-0.33, 0.38, 2.55], [-0.58, -1.10, 2.29], [-1.85, 1.25, 2.23], [-1.85, 2.64, 2.26], [-3.02, 3.32, 1.98], [-4.18, 2.61, 1.66], [-4.16, 1.22, 1.63], [-2.99, 0.53, 1.92], [-1.38, 0.21, 4.68], [-0.18, 1.56, 4.61], [0.39, -0.14, 4.73], [-0.93, 3.19, 2.47], [-3.03, 4.41, 1.97], [-5.09, 3.15, 1.41], [-5.06, 0.67, 1.38], [-2.94, -0.55, 1.90], [-0.90, 1.62, -0.81], [-1.66, 2.53, -1.12], [-2.53, 3.57, -1.45], [-3.39, 3.41, -2.64], [-3.85, 4.50, -3.39], [-4.65, 4.31, -4.51], [-5.00, 3.02, -4.92], [-4.53, 1.93, -4.19], [-3.73, 2.12, -3.08], [-2.51, 4.79, -0.64], [-3.66, 5.59, -0.46], [-3.62, 6.73, 0.34], [-2.44, 7.10, 0.98], [-1.31, 6.31, 0.83], [-1.35, 5.17, 0.04], [-3.55, 5.50, -3.12], [-4.99, 5.16, -5.08], [-5.64, 2.88, -5.78], [-4.78, 0.93, -4.50], [-3.36, 1.27, -2.52], [-4.59, 5.28, -0.92], [-4.51, 7.32, 0.45], [-2.41, 8.00, 1.58], [-0.39, 6.59, 1.32], [-0.46, 4.56, -0.08], [3.11, -1.04, -2.93], [3.43, -0.95, -1.43], [4.94, -0.81, -1.24], [2.97, -2.26, -0.77], [2.42, 0.45, -0.66], [3.22, 0.58, 1.00], [4.23, 1.47, 1.36], [4.79, 1.45, 2.63], [4.37, 0.52, 3.57], [3.38, -0.39, 3.23], [2.80, -0.35, 1.96], [2.69, 2.07, -1.57], [4.12, 2.38, -2.04], [2.20, 3.19, -0.63], [1.76, 2.08, -2.80], [3.59, -1.93, -3.35], [3.46, -0.18, -3.49], [2.03, -1.14, -3.10], [5.42, -1.74, -1.56], [5.21, -0.65, -0.19], [5.37, 0.00, -1.83], [3.38, -3.10, -1.34], [1.88, -2.35, -0.76], [3.33, -2.34, 0.25], [4.60, 2.19, 0.65], [5.57, 2.16, 2.88], [4.82, 0.50, 4.56], [3.05, -1.13, 3.94], [2.01, -1.05, 1.73], [4.86, 2.32, -1.25], [4.13, 3.40, -2.44], [4.43, 1.71, -2.85], [2.95, 3.48, 0.10], [1.29, 2.89, -0.09], [1.95, 4.07, -1.23], [2.04, 1.33, -3.53], [1.85, 3.06, -3.28], [0.73, 1.94, -2.52]]
}


# 6
{
  "formula": "C4H5O3S",
  "method": "ωB97M-V with the def2-TZVPD basis set",
  "homo_lumo_gap_ev": 7.6,
  "relative_energy_kj_mol": 250.19,
  "total_charge": -1,
  "e_tot_ha": -779.2976,
  "multiplicity": 1,
  "species": ["C", "C", "C", "C", "O", "O", "O", "S", "H", "H", "H", "H", "H"],
  "positions_angstrom": [[1.26, -0.89, 0.10], [-0.60, 0.49, 1.09], [0.27, 1.48, 0.28], [0.21, 0.05, -0.08], [-0.52, -0.63, -2.75], [2.50, -0.82, -0.01], [-1.65, -1.75, -0.92], [-1.17, -0.45, -1.43], [0.69, -1.99, 0.13], [-0.12, 0.13, 1.96], [-1.77, 0.59, 1.09], [-0.25, 2.11, -0.36], [1.16, 1.68, 0.90]]
}


# 7
{
  "formula": "C31H75AlN7O3P2",
  "method": "ωB97M-V with the def2-TZVPD basis set",
  "homo_lumo_gap_ev": 5.2,
  "total_charge": -1,
  "e_tot_ha": -2759.7449,
  "multiplicity": 1,
  "species": ["C", "C", "C", "C", "C", "C", "C", "C", "C", "C", "C", "C", "C", "C", "C", "C", "C", "C", "Al", "O", "C", "N", "H", "H", "H", "H", "H", "H", "H", "H", "H", "H", "H", "H", "H", "H", "H", "H", "H", "H", "H", "H", "H", "H", "H", "H", "H", "H", "H", "H", "H", "H", "H", "H", "H", "H", "H", "H", "H", "H", "H", "O", "P", "N", "C", "C", "N", "C", "C", "N", "C", "C", "H", "H", "H", "H", "H", "H", "H", "H", "H", "H", "H", "H", "H", "H", "H", "H", "H", "H", "O", "P", "N", "C", "C", "N", "C", "C", "N", "C", "C", "H", "H", "H", "H", "H", "H", "H", "H", "H", "H", "H", "H", "H", "H", "H", "H", "H", "H"],
  "positions_angstrom": [[2.41, -2.50, 4.51], [1.53, -2.73, 3.12], [0.09, -1.96, 3.25], [-1.22, -2.98, 3.07], [-1.17, -3.84, 1.66], [-1.70, -2.92, 0.40], [-0.64, -2.88, -0.88], [-0.18, -4.40, -1.38], [-0.65, -4.72, -2.94], [0.53, -4.43, -4.05], [1.30, -2.97, -3.82], [0.18, -1.81, -4.21], [0.54, -0.96, -5.57], [1.43, 0.39, -5.32], [0.97, 1.31, -4.05], [2.27, 1.33, -3.00], [2.56, -0.13, -2.31], [3.68, 0.00, -1.07], [5.25, 1.24, -1.62], [6.18, 1.92, -0.13], [5.17, 2.10, 0.97], [4.13, 2.38, 1.71], [3.19, -3.40, 4.62], [3.00, -1.46, 4.47], [1.62, -2.49, 5.40], [1.46, -3.90, 2.97], [2.09, -2.25, 2.18], [0.00, -1.43, 4.30], [0.01, -1.19, 2.36], [-2.16, -2.24, 3.02], [-1.38, -3.68, 4.01], [-1.87, -4.79, 1.84], [-0.08, -4.30, 1.47], [-1.78, -1.81, 0.80], [-2.80, -3.22, 0.07], [0.33, -2.24, -0.58], [-1.20, -2.33, -1.76], [1.00, -4.41, -1.33], [-0.64, -5.25, -0.69], [-0.88, -5.89, -3.01], [-1.62, -4.06, -3.13], [-0.01, -4.34, -5.11], [1.29, -5.32, -4.12], [1.68, -2.81, -2.72], [2.23, -2.91, -4.53], [-0.01, -1.17, -3.25], [-0.85, -2.37, -4.44], [-0.45, -0.80, -6.17], [1.21, -1.68, -6.24], [1.29, 1.06, -6.30], [2.59, 0.11, -5.32], [0.82, 2.44, -4.41], [-0.03, 0.99, -3.54], [2.16, 2.16, -2.16], [3.20, 1.59, -3.69], [3.06, -0.88, -3.09], [1.61, -0.63, -1.80], [3.17, 0.35, -0.06], [4.15, -1.07, -0.84], [4.75, 2.53, -2.46], [6.14, 0.38, -2.62], [3.21, -0.21, 7.68], [3.25, 1.26, 8.16], [1.96, 1.02, 9.25], [0.88, 1.94, 9.57], [2.37, 0.33, 10.47], [2.67, 1.82, 6.63], [1.31, 1.50, 6.21], [3.59, 1.49, 5.53], [3.29, 2.96, 8.71], [2.77, 4.10, 7.96], [4.65, 3.28, 9.16], [1.20, 2.74, 10.25], [0.06, 1.40, 10.07], [0.43, 2.39, 8.69], [2.88, 1.02, 11.16], [3.06, -0.49, 10.25], [1.51, -0.11, 10.99], [1.05, 0.45, 6.38], [1.16, 1.72, 5.14], [0.59, 2.13, 6.72], [3.49, 0.44, 5.22], [4.63, 1.66, 5.83], [3.40, 2.13, 4.66], [3.33, 4.30, 7.04], [2.82, 5.01, 8.58], [1.71, 3.98, 7.71], [5.34, 3.35, 8.32], [5.01, 2.50, 9.84], [4.67, 4.22, 9.72], [-2.72, 1.81, -5.48], [-4.21, 1.50, -5.25], [-4.18, 0.17, -6.33], [-5.22, -0.25, -7.26], [-3.56, -1.02, -5.75], [-4.68, 2.94, -6.06], [-4.46, 3.08, -7.49], [-4.18, 4.15, -5.39], [-5.94, 1.14, -4.98], [-7.06, 1.89, -5.55], [-6.17, 0.97, -3.55], [-6.04, -0.77, -6.76], [-4.80, -0.93, -8.01], [-5.64, 0.58, -7.83], [-4.26, -1.53, -5.07], [-2.67, -0.77, -5.18], [-3.25, -1.73, -6.53], [-3.46, 2.76, -7.80], [-4.60, 4.12, -7.82], [-5.20, 2.51, -8.06], [-3.12, 4.33, -5.62], [-4.28, 4.06, -4.30], [-4.76, 5.03, -5.69], [-7.12, 2.91, -5.15], [-8.00, 1.39, -5.32], [-7.01, 1.93, -6.64], [-6.10, 1.92, -3.01], [-5.42, 0.29, -3.12], [-7.15, 0.51, -3.35]]
}


# 8
{
  "formula": "C21H27NOP2Sm",
  "method": "ωB97M-V with the def2-TZVPD basis set",
  "homo_lumo_gap_ev": [4.5, 4.7],
  "total_charge": 1,
  "e_tot_ha": -2286.7728,
  "s_squared": 8.818,
  "multiplicity": 6,
  "species": ["C", "C", "C", "C", "C", "C", "C", "C", "C", "C", "C", "C", "C", "H", "H", "H", "H", "H", "H", "H", "N", "Sm", "C", "H", "H", "C", "H", "H", "P", "P", "C", "H", "H", "H", "C", "H", "H", "H", "C", "H", "H", "H", "C", "H", "H", "H", "C", "O", "H", "C", "H", "H", "H"],
  "positions_angstrom": [[-1.45, 3.44, -1.85], [-1.27, 2.13, -1.41], [0.05, 1.57, -1.40], [1.17, 2.36, -1.82], [0.93, 3.72, -2.18], [-0.35, 4.23, -2.21], [2.44, 1.77, -1.79], [2.56, 0.38, -1.79], [1.42, -0.39, -1.38], [1.49, -1.81, -1.32], [2.69, -2.44, -1.66], [3.83, -1.70, -1.99], [3.78, -0.31, -2.05], [-2.47, 3.85, -1.83], [1.79, 4.33, -2.44], [-0.54, 5.25, -2.55], [3.32, 2.39, -1.88], [2.75, -3.54, -1.58], [4.76, -2.22, -2.25], [4.65, 0.29, -2.30], [0.32, 0.31, -0.87], [0.41, 0.27, 1.42], [-2.46, 1.33, -0.89], [-2.48, 0.32, -1.32], [-3.40, 1.85, -1.14], [0.29, -2.61, -0.85], [-0.62, -2.27, -1.36], [0.44, -3.68, -1.07], [-2.44, 1.14, 0.96], [-0.02, -2.49, 0.97], [1.35, -3.53, 1.62], [1.25, -3.57, 2.72], [1.25, -4.54, 1.20], [2.33, -3.10, 1.36], [-1.45, -3.59, 1.20], [-1.18, -4.61, 0.90], [-1.73, -3.59, 2.26], [-2.31, -3.24, 0.60], [-2.80, 2.85, 1.52], [-3.80, 3.18, 1.20], [-2.77, 2.83, 2.62], [-2.04, 3.55, 1.14], [-4.06, 0.36, 1.27], [-4.13, 0.17, 2.35], [-4.88, 1.03, 0.96], [-4.15, -0.59, 0.72], [3.15, 0.60, 1.18], [3.16, -0.31, 1.96], [3.92, 1.02, 0.45], [-0.64, -0.63, 3.36], [-1.68, -0.36, 3.56], [0.00, 0.17, 3.80], [-0.38, -1.57, 3.85]]
}


# 9
{
  "formula": "BrClH2O2Si",
  "method": "ωB97M-V with the def2-TZVPD basis set",
  "homo_lumo_gap_ev": 10.3,
  "relative_energy_kj_mol": 306.86,
  "smiles": "O=[Si](Cl)Br.O",
  "e_tot_ha": -3475.4675,
  "multiplicity": 1,
  "species": ["O", "Si", "Cl", "Br", "O", "H", "H"],
  "positions_angstrom": [[-3.54, -2.87, -1.33], [-3.99, -1.45, -1.12], [-4.72, -0.40, 0.40], [-4.31, -0.35, -2.97], [-0.37, 0.41, 0.84], [-0.01, -0.28, 0.26], [-0.23, 0.15, 1.70]]
}


# 10
{
  "formula": "C17H14Cl2N4S",
  "method": "ωB97M-V with the def2-TZVPD basis set",
  "homo_lumo_gap_ev": 8.9,
  "smiles": "C=CCn1c(SCc2c(Cl)cccc2Cl)nnc1-c1cccnc1",
  "e_tot_ha": -2193.7906,
  "multiplicity": 1,
  "species": ["C", "C", "C", "N", "C", "S", "C", "C", "C", "Cl", "C", "C", "C", "C", "Cl", "N", "N", "C", "C", "C", "C", "C", "N", "C", "H", "H", "H", "H", "H", "H", "H", "H", "H", "H", "H", "H", "H", "H"],
  "positions_angstrom": [[-0.02, -1.06, 2.81], [-1.15, -0.88, 2.15], [-1.76, 0.47, 1.88], [-1.70, 0.75, 0.47], [-0.55, 1.03, -0.22], [0.94, 1.43, 0.56], [2.09, 1.08, -0.83], [3.01, -0.04, -0.46], [2.56, -1.36, -0.41], [0.92, -1.72, -0.82], [3.39, -2.40, -0.05], [4.71, -2.14, 0.28], [5.19, -0.85, 0.25], [4.34, 0.19, -0.11], [4.98, 1.79, -0.12], [-0.77, 0.99, -1.51], [-2.05, 0.66, -1.70], [-2.61, 0.51, -0.53], [-4.01, 0.18, -0.35], [-4.61, -0.77, -1.18], [-5.95, -1.06, -1.01], [-6.64, -0.41, 0.01], [-6.09, 0.51, 0.78], [-4.82, 0.80, 0.60], [0.40, -2.04, 2.96], [0.53, -0.23, 3.23], [-1.68, -1.72, 1.71], [-2.81, 0.47, 2.19], [-1.21, 1.25, 2.42], [2.64, 2.00, -1.03], [1.45, 0.83, -1.68], [3.00, -3.41, -0.03], [5.36, -2.95, 0.57], [6.21, -0.63, 0.52], [-4.02, -1.24, -1.95], [-6.45, -1.78, -1.63], [-7.69, -0.62, 0.20], [-4.44, 1.60, 1.23]]
}